Computed, not measured: a structure of composition C27H43BrMgN2P2, with ωB97M-V with the def2-TZVPD basis set.

XYZ file:
```
76
Properties=species:S:1:pos:R:3:forces:R:3
N -5.69818 3.91795 -1.97000 0.7377 -0.0643 0.0011
C -5.14517 4.14308 -0.77199 -0.2720 -0.1269 -0.1235
C -4.07192 3.42624 -0.26648 0.5819 -0.6026 -0.1438
C -3.40987 2.44514 -1.06431 -1.6570 0.0691 0.6229
C -3.99511 2.21304 -2.34936 0.0319 0.3759 0.5668
C -5.11517 2.99545 -2.73403 0.5130 -0.8480 0.0330
C -2.13088 1.89075 -0.55708 0.9175 -0.3889 -2.1622
Mg -0.54738 0.59464 0.51303 0.6205 -1.2657 1.1520
P 3.28217 -0.15315 0.84968 2.9808 -0.9104 0.3511
C -1.33409 1.09856 -1.42851 -1.5274 1.7927 -0.5703
C -0.05195 1.53322 -2.04015 0.8420 -0.9439 0.7784
C 0.41999 0.94766 -3.24724 -0.0038 0.3305 0.4785
C 1.60147 1.38931 -3.83961 -0.2184 -0.0958 0.4122
C 2.36627 2.37133 -3.19889 -0.9913 -0.0032 0.7203
C 1.85521 3.03171 -2.06599 -0.3399 -0.4308 0.2831
C 0.69845 2.56175 -1.44589 -0.0514 0.0782 -0.6505
Br 4.10897 2.67979 -3.70681 0.5069 0.3179 -0.4029
H -1.66636 2.41863 0.31449 -0.4028 0.4486 -0.7806
H -1.87677 0.37820 -2.03413 -0.2266 0.3718 -0.2395
H -3.75405 3.62509 0.75993 0.0941 0.0132 -0.3704
H -3.64161 1.45416 -3.06139 0.0382 0.4898 0.4203
H -5.59959 4.93097 -0.17471 0.0104 -0.1932 -0.0543
H -5.54575 2.81906 -3.73258 0.1396 0.1439 0.5917
H -0.13641 0.14142 -3.71205 -0.0354 0.1450 -0.0224
H 0.30710 3.04132 -0.54311 0.2520 0.2448 -0.3350
H 1.95735 0.94617 -4.76883 -0.0784 0.0313 0.2853
H 2.33268 3.89996 -1.63622 0.3941 -0.1219 -0.0604
P -0.91197 -1.88428 0.21644 -0.2042 -0.8735 -0.0638
C 3.65535 1.60667 0.75159 -0.7675 0.3255 -0.0341
C 5.16209 1.79984 0.56330 0.2034 0.1431 0.1146
H 3.30116 2.03810 1.69527 0.1084 0.2600 -0.1511
H 3.06330 1.99544 -0.09213 0.3315 0.4496 0.4360
H 5.50192 2.72987 1.01764 -0.0221 0.0629 -0.0853
H 5.71579 0.97900 1.02783 -0.0807 0.1463 0.0005
H 5.44495 1.82511 -0.48756 -0.0670 -0.0270 -0.0880
C 3.04240 -0.65550 -0.86642 -0.4062 -0.3928 -0.5855
C 4.02992 -1.80847 -1.17975 -0.1338 0.2605 -0.4042
H 3.29573 0.22715 -1.48004 -0.2187 -0.3365 0.0922
H 1.98922 -0.92514 -1.06599 0.3102 0.0105 -0.2823
H 3.97001 -2.09537 -2.24053 0.0204 0.0094 0.2892
H 5.05857 -1.46537 -0.97355 -0.4483 -0.2061 -0.0491
H 3.83844 -2.69305 -0.55982 0.0291 0.2168 -0.1101
C 1.98225 -0.56174 2.00935 -1.0066 0.0037 -0.1541
C 2.57184 -1.25431 3.25643 -0.2345 -0.0323 0.0003
H 1.29874 -1.25150 1.47422 0.2243 0.4032 0.4381
H 1.45232 0.36892 2.26811 -0.1494 -0.3127 0.2755
H 1.79020 -1.77875 3.81981 0.0772 0.1168 0.0335
H 3.33436 -1.99058 2.96595 -0.2772 0.2429 -0.0248
H 3.06107 -0.53461 3.92049 -0.0716 -0.0742 -0.1434
C -0.72066 -2.77695 1.80951 0.2602 0.1818 0.1237
C -1.36611 -4.15232 1.87450 -0.0763 -0.2248 0.1931
H -1.12355 -2.11684 2.58534 0.0632 -0.1898 -0.0521
H 0.35783 -2.86126 2.00385 -0.2509 -0.0221 -0.0320
H -2.45513 -4.09818 1.91691 0.0619 0.0207 0.0090
H -1.09515 -4.78161 1.02451 -0.0050 -0.0090 0.1697
H -1.02336 -4.65543 2.78511 -0.1226 0.0012 -0.1988
C -0.11249 -3.01607 -0.98247 0.3219 0.2967 -0.0226
C -0.55289 -2.83838 -2.43906 -0.0878 -0.0185 -0.0989
H -0.32068 -4.03325 -0.63675 0.0851 0.1404 -0.1344
H 0.97047 -2.84801 -0.89135 -0.1928 -0.1788 -0.0286
H -1.60222 -3.13367 -2.58850 0.3466 0.0802 0.0573
H -0.44288 -1.79313 -2.77902 0.0630 -0.4620 0.1027
H 0.06732 -3.49137 -3.06991 -0.2311 0.3303 0.0737
C -2.68595 -2.09522 -0.13978 0.0698 -0.0273 -0.2504
C -3.59667 -1.39618 0.87695 -0.5165 0.2096 0.1892
H -2.86093 -3.17591 -0.17110 -0.1149 0.1358 -0.0431
H -2.85319 -1.73148 -1.16646 -0.0475 -0.0497 0.3667
H -4.41594 -0.90012 0.33213 0.1765 -0.1919 0.4381
H -4.03606 -2.09309 1.61518 0.2040 0.2394 -0.4983
H -3.09193 -0.62617 1.48824 -0.0616 -0.1652 -0.3503
C -0.58480 0.55409 5.21487 0.3173 -0.4100 0.7005
C -0.90962 0.37578 3.79616 0.6431 0.9636 -2.3869
N -0.96026 0.43757 2.62694 -0.1567 0.0895 2.5843
H -1.41762 1.01666 5.76286 0.1430 -0.1337 -0.3059
H 0.30702 1.22449 5.29587 -0.6978 -0.4970 -0.2732
H -0.33159 -0.40682 5.72701 -0.2671 0.6374 -0.6174
```
Forces are in eV/Å.

Results
E (Ha): -4620.3287
Net charge: +2
Energy relative to the best compared isomer or geometry (same formula, charge and spin) (kcal/mol): 0.0
LUMO level (alpha / beta) (eV): -7.64 / -7.64

***

Computed, not measured: a cluster of 3 separate species, C27H43BrO3 in total, with ωB97M-V with the def2-TZVPD basis set.

XYZ file:
```
74
Properties=species:S:1:pos:R:3:forces:R:3
C -3.30932 -1.02779 -0.86081 -0.2151 0.8851 -0.0196
C -3.06544 0.47025 -0.63424 -0.4364 -0.4030 0.7725
C -1.77952 0.82410 0.12171 -0.0314 0.2536 -0.6265
Br -1.94733 0.43972 2.03665 -0.2094 -0.2532 -0.3030
C -0.52588 0.27819 -0.49014 -0.1738 0.1368 0.4558
C 0.09266 -0.91179 -0.45097 -0.4238 0.9918 -0.3110
C -0.34854 -2.14460 0.26515 0.8625 -1.0568 -0.1717
C 0.76986 -3.14473 0.50698 -0.7670 0.8646 0.3151
C 1.34172 -3.87738 -0.49110 -0.5931 0.0137 -1.8026
C 2.35624 -4.75066 -0.26581 0.3393 -0.4480 -0.2114
C 2.80611 -4.93530 1.01885 1.3411 -0.9966 0.0064
C 3.90698 -5.92725 1.29759 -0.4825 -0.0914 0.3657
C 2.23634 -4.22392 2.02809 0.2615 0.1208 1.2131
C 1.23876 -3.32607 1.77588 -0.5690 0.5742 0.7727
C 1.33356 -0.71673 -1.27999 1.6100 -0.7730 -0.4788
O 2.28493 -1.42144 -1.48156 -1.2437 0.6264 0.2425
O 1.32825 0.56393 -1.85581 -0.3801 -0.0279 0.5607
C 0.26818 1.24024 -1.31740 -0.4148 0.7129 -0.3799
O 0.03076 2.40348 -1.52627 0.3685 -1.1920 0.1370
H -4.38583 -1.16184 -0.94935 0.0073 -0.2325 -0.2827
H -2.81113 -1.35087 -1.77212 0.0542 -0.3669 0.1200
H -3.00370 -1.58127 0.02160 0.1350 -0.1977 -0.0696
H -3.88322 0.82767 -0.00570 0.0372 0.2061 -0.0028
H -3.13918 1.05323 -1.55277 0.3028 -0.0898 -0.1510
H -1.68767 1.90540 0.06265 0.0894 0.0520 0.2677
H -1.11756 -2.68037 -0.29130 -0.1121 0.2843 -0.3011
H -0.79291 -1.90875 1.22720 -0.0731 0.3444 -0.0110
H 1.00115 -3.75973 -1.51318 -0.1050 0.0899 -0.0240
H 2.80431 -5.29481 -1.08465 0.0119 -0.0662 -0.0755
H 3.53529 -6.92225 1.05012 0.2897 -0.0999 -0.2422
H 4.81810 -5.69720 0.75133 0.0227 -0.1161 -0.1139
H 4.12910 -5.96030 2.36303 0.1426 0.1239 0.0269
H 2.58224 -4.34227 3.04618 0.0779 -0.1076 0.0526
H 0.79927 -2.76461 2.59037 0.0079 0.0630 0.0969
C 1.72680 3.16457 8.19437 0.1098 0.0182 -0.0836
C 1.56845 3.78079 6.80737 -0.0637 0.0216 0.1228
C 0.18199 3.56808 6.20261 -0.0047 0.0343 -0.0940
C -0.20428 2.10748 5.96561 0.0220 -0.0478 0.0931
C 0.75137 1.32412 5.06698 -0.1014 -0.0029 -0.1078
C 0.84003 1.88054 3.64943 0.0947 0.0416 0.0518
H 1.61021 2.07997 8.17043 -0.0210 0.0040 0.0217
H 2.71826 3.37885 8.59623 -0.0185 -0.0190 0.0425
H 0.98881 3.57292 8.88802 -0.0199 -0.0369 0.0002
H 2.33935 3.38480 6.14068 -0.0221 0.0058 -0.0254
H 1.75108 4.85615 6.88082 0.0234 -0.0043 -0.0444
H 0.12043 4.11867 5.25956 -0.0113 -0.0156 -0.0018
H -0.56600 4.02034 6.86177 0.0179 0.0078 0.0114
H -1.20664 2.08182 5.52547 0.0097 -0.0083 -0.0184
H -0.28688 1.59132 6.92661 -0.0074 0.0208 0.0042
H 0.40180 0.28830 5.01377 0.0317 -0.0066 0.0328
H 1.74960 1.28628 5.51169 -0.0176 -0.0043 0.0352
H -0.14564 1.89000 3.17801 0.2725 0.1516 0.1210
H 1.49907 1.26047 3.03752 -0.0280 0.0264 -0.0494
H 1.24080 2.89600 3.63831 -0.0002 -0.0084 -0.0007
C -1.41212 1.70779 -8.38076 -0.0938 -0.1068 0.0004
C -2.27586 1.47265 -7.14511 0.0457 0.1195 -0.0522
C -1.62513 1.95336 -5.84909 -0.0483 -0.0455 0.0690
C -0.31672 1.25205 -5.48115 0.0381 0.0224 -0.0522
C -0.41391 -0.26635 -5.34321 0.0652 0.0566 0.1250
C -1.35744 -0.70980 -4.23060 0.0072 -0.1296 -0.1173
H -0.47496 1.15140 -8.33056 0.0146 0.0286 -0.0034
H -1.93748 1.38461 -9.28073 0.0374 0.0225 -0.0245
H -1.17520 2.76767 -8.49354 0.0403 -0.0083 0.0121
H -2.53040 0.41136 -7.07302 -0.0025 0.0033 0.0284
H -3.22176 2.00549 -7.27437 -0.0220 -0.0405 0.0201
H -2.34285 1.83903 -5.03074 0.0160 0.0110 0.0090
H -1.43020 3.02742 -5.92666 -0.0122 -0.0018 -0.0074
H 0.04735 1.67175 -4.53778 0.0099 -0.0155 -0.0007
H 0.44696 1.48877 -6.22696 -0.0082 0.0120 0.0024
H 0.58501 -0.65624 -5.12989 0.0005 -0.0094 -0.0326
H -0.72281 -0.71950 -6.28906 -0.0059 0.0210 -0.0053
H -1.04417 -0.29371 -3.26935 -0.0507 0.0327 -0.0119
H -1.35822 -1.79837 -4.14136 -0.0289 0.0078 0.0574
H -2.38532 -0.39511 -4.42152 0.0006 0.0166 0.0450
```
Forces are in eV/Å.

Results
E (Ha): -3854.3578
LUMO level (eV): -1.01

***

Computed, not measured: a cluster of 16 separate species, C27H43Cl45NO7PSi in total, with ωB97M-V with the def2-TZVPD basis set.

XYZ file:
```
125
Properties=species:S:1:pos:R:3:forces:R:3
C 1.99317 -1.46176 1.67482 1.2580 -0.7284 0.0895
C 2.55876 -2.61432 0.72922 -1.7557 -0.1936 -0.0869
O 1.75565 -3.34848 0.16673 2.4328 1.2722 0.5738
O 3.96327 -2.75069 0.70463 -0.9800 1.0912 -0.8260
C 4.72863 -2.88722 -0.53875 1.2201 -0.8316 -0.6222
C 5.70916 -1.66076 -0.95565 -0.5890 0.7888 0.3886
C 5.37563 -0.16932 -0.39836 0.7367 -1.9454 -0.1524
O 6.09736 0.76416 -1.30908 -3.0924 0.9919 -0.8385
P 5.46312 2.01739 -2.25723 3.5850 3.2573 -0.6975
O 6.55855 3.08489 -2.26943 -1.9918 -2.6214 -0.0177
O 4.08137 2.77122 -1.67830 1.8015 -1.8566 -0.8789
C 4.39548 4.10869 -1.14962 -1.1306 1.0888 1.2461
C 3.01468 4.69122 -0.57890 0.0584 -0.6190 -1.1250
N 2.40912 3.82292 0.46320 0.1470 0.2442 -0.1301
O 5.29488 1.57945 -3.89837 -0.9048 -0.2165 3.3573
C 4.27805 0.62068 -4.27446 -0.7889 -0.1649 -0.7814
C 3.18000 1.27015 -5.22024 -0.2143 -1.0361 -0.3363
O 2.17333 2.06626 -4.57620 -0.6182 -0.1847 -1.1042
Si 0.81197 2.15511 -5.65572 -0.5112 0.1567 -0.0681
C 1.42464 2.47254 -7.44806 0.4644 0.6494 -0.0620
C -0.35185 3.55946 -5.05452 0.7575 0.3524 0.2318
C -0.22244 0.54624 -5.71397 -0.1702 -0.4596 -0.0238
H 2.82123 -1.14717 2.39324 -1.2679 -0.3921 -0.8846
H 1.73874 -0.54060 1.05173 0.0619 -1.3781 0.6946
H 1.08158 -1.88246 2.26276 2.3963 0.8210 -1.6089
H 5.44204 -3.75701 -0.34305 -1.1318 1.0582 -0.2493
H 4.11231 -3.18486 -1.43826 0.1805 0.4460 1.3208
H 6.75907 -1.93132 -0.64648 -1.0988 0.3840 -0.4505
H 5.66355 -1.52819 -2.08063 0.1619 -0.4781 1.2472
H 4.24954 -0.10200 -0.35488 1.1974 0.6580 -0.1576
H 5.85186 -0.06794 0.63453 -0.9478 0.3020 -2.0826
H 5.15492 3.97939 -0.30886 -0.9294 0.4476 -1.2170
H 4.75211 4.80680 -1.95867 -0.1133 -1.0238 0.9048
H 2.26313 4.74460 -1.43713 1.1835 0.1063 0.7992
H 3.18111 5.75694 -0.22500 -0.0001 -1.3031 -0.2229
H 2.89917 2.93226 0.56935 -0.1675 0.4701 -0.2298
H 1.43626 3.61402 0.23000 0.5306 0.0489 0.1583
H 3.80567 0.16514 -3.35360 0.2736 0.3817 -1.0798
H 4.78849 -0.19793 -4.88539 -0.6268 1.0432 0.8701
H 2.60059 0.40167 -5.69657 1.2390 0.6559 0.4286
H 3.63094 1.87167 -6.06752 0.0009 -0.7801 1.0813
H 1.96378 1.57953 -7.89580 -0.6889 1.1077 0.4676
H 0.57282 2.79169 -8.13210 1.0289 -0.4812 0.8766
H 2.15601 3.35002 -7.37904 -0.8467 -1.1175 -0.3472
H -0.47547 3.44426 -3.93550 -0.0772 0.2055 -1.2031
H -1.35466 3.54478 -5.57428 1.1219 -0.0119 0.6065
H 0.17195 4.55557 -5.24484 -0.8332 -1.1650 0.2658
H 0.38632 -0.37754 -5.98354 -0.7949 1.0771 0.4712
H -0.74173 0.40388 -4.72176 0.5466 -0.0914 -0.9976
H -1.03418 0.64284 -6.50925 1.0376 0.0029 0.9595
C -5.72443 -4.49958 -3.62152 -0.0667 -0.0594 0.1600
Cl -5.52730 -3.20507 -2.43342 0.2449 -0.2479 -0.1906
Cl -7.23241 -5.38475 -3.34096 0.3169 0.1308 -0.1064
Cl -5.68277 -3.84600 -5.26581 0.1045 -0.0254 0.0566
H -4.89499 -5.19321 -3.50812 -0.1373 0.1312 -0.0659
C -8.04270 -3.45753 -8.14022 -0.0542 -0.0021 -0.0751
Cl -8.02335 -1.69630 -7.98429 0.0342 -0.1298 0.0411
Cl -9.69121 -4.07801 -7.98837 0.1912 0.1206 -0.1109
Cl -7.32950 -3.95342 -9.68102 0.0013 0.0073 0.1168
H -7.44523 -3.87821 -7.33595 -0.1266 0.0510 -0.1124
C 2.50648 -3.49764 4.79695 -0.1211 -0.1297 0.0927
Cl 2.85587 -1.77066 4.97023 0.0037 -0.0859 0.1972
Cl 2.97571 -4.37097 6.26044 0.0160 0.0588 -0.1364
Cl 0.79285 -3.75524 4.44238 0.4075 -0.3069 0.1554
H 3.09063 -3.88483 3.96586 -0.0719 0.0893 0.1066
C -9.57967 -1.65571 -2.91158 0.0964 0.0503 0.0280
Cl -8.33211 -1.73389 -1.66155 -0.3391 0.0730 0.0042
Cl -10.37783 -0.07704 -2.89873 -0.0089 -0.1176 -0.0089
Cl -8.88745 -1.98845 -4.50376 -0.0878 -0.0143 0.1021
H -10.32449 -2.41595 -2.69779 0.1238 0.1210 -0.0250
C 6.99820 -0.02284 3.55274 -0.0272 0.0355 0.2227
Cl 8.45621 -0.94553 3.16324 -0.1141 0.0981 -0.1340
Cl 5.59630 -0.69290 2.70622 0.1166 -0.2104 0.7634
Cl 6.72093 -0.00562 5.29805 0.0257 0.0279 -0.1600
H 7.14256 1.00166 3.21899 0.0038 -0.1588 0.0194
C 8.87774 4.11736 -0.21731 0.0124 0.0039 -0.2827
Cl 8.36941 3.44268 1.33910 -0.0337 -0.0238 0.0076
Cl 8.12688 5.69388 -0.48500 0.0374 -0.1395 0.0463
Cl 10.64075 4.24505 -0.29327 -0.1086 -0.0232 0.0382
H 8.54665 3.44501 -1.00632 -0.1178 0.1238 0.1033
C 11.30804 -1.79807 5.27362 0.0642 -0.0017 0.0354
Cl 11.23994 -0.99271 6.84629 -0.0513 -0.0445 -0.1273
Cl 12.40819 -0.94216 4.18335 -0.1532 -0.0613 0.0485
Cl 11.80469 -3.48536 5.45966 -0.0704 0.0929 -0.0336
H 10.31164 -1.78127 4.83820 0.2178 0.0050 0.1325
C -11.57563 -5.24252 -3.77850 -0.0066 0.0379 -0.2102
Cl -10.33437 -5.29488 -2.51503 -0.2801 0.0708 0.0208
Cl -12.39697 -3.67500 -3.78146 -0.0142 -0.0997 0.0091
Cl -10.86302 -5.57289 -5.36227 -0.1199 0.1509 0.2568
H -12.31152 -6.01289 -3.56665 0.1029 0.1532 -0.0145
C -1.01964 -0.25654 4.56088 0.0579 0.4150 -0.0037
Cl -1.47816 -1.11356 6.01383 0.2388 -0.2696 -0.2947
Cl -0.65586 -1.28973 3.16239 -1.3623 0.6829 0.6908
Cl -2.30340 0.89667 4.18057 0.0834 -0.0098 -0.0892
H -0.11284 0.29851 4.79188 -0.1505 -0.0297 -0.1695
C -11.73615 -9.45741 -4.75504 0.0172 0.0180 -0.1037
Cl -10.57552 -9.69320 -6.06725 -0.0852 -0.0011 0.1251
Cl -11.09082 -8.33602 -3.54896 0.0156 -0.5086 0.1161
Cl -13.27902 -8.86740 -5.38733 0.0763 -0.0409 0.0743
H -11.90777 -10.41617 -4.27353 0.0226 0.1560 -0.0721
C -2.23842 -1.53225 9.76564 0.0331 0.2365 0.1429
Cl -2.72288 -2.33044 11.26754 0.0322 0.0118 -0.2142
Cl -0.59879 -0.88427 9.88967 -0.0921 0.1000 0.1789
Cl -2.31394 -2.58642 8.37193 -0.3361 -0.7434 0.2005
H -2.92944 -0.71212 9.56827 0.3203 -0.3898 0.3584
C -2.81675 2.63274 10.09397 0.2798 0.0562 0.1328
Cl -3.23209 2.00617 11.69411 0.0582 -0.0005 -0.1989
Cl -1.15548 3.20530 10.01837 0.1530 0.1946 0.3961
Cl -2.98342 1.42121 8.83902 -0.5515 0.1332 -0.5094
H -3.48874 3.45452 9.86993 0.0936 -0.1297 0.1308
C -2.16285 6.61234 7.61845 0.3460 0.1574 0.1099
Cl -3.12899 5.26859 8.25445 -0.1457 0.3631 -0.2455
Cl -3.17776 7.77160 6.75180 0.0757 -0.1615 0.0510
Cl -1.26973 7.41691 8.91570 -0.0847 -0.1346 -0.1174
H -1.45548 6.17529 6.90092 -0.3114 0.6269 0.7465
C -3.21492 1.95673 -0.74036 -0.2031 -0.4677 -0.1115
Cl -3.43403 1.85958 0.99634 -0.2818 -0.2574 -0.0773
Cl -1.52188 2.22265 -1.14683 0.0539 0.0276 -0.0674
Cl -3.81409 0.43609 -1.45251 0.1189 0.3822 -0.1574
H -3.79637 2.78920 -1.12727 0.0530 -0.1798 0.0110
C -1.48829 5.18403 3.54319 0.1601 -0.3039 0.0853
Cl -1.75537 4.83906 5.27774 0.0085 -0.4192 -1.0465
Cl 0.21583 5.53706 3.23092 -0.2552 -0.0683 0.0198
Cl -2.04435 3.79296 2.59401 0.3597 0.9137 0.2131
H -2.07510 6.05388 3.25995 0.0408 -0.1393 0.1670
```
Forces are in eV/Å.

Results
E (Ha): -22975.4329
LUMO level (eV): 0.03

***

Question: What is the formula in the first record?
Answer: C27H43BrMgN2P2